108
Properties=species:S:1:pos:R:3:forces:R:3 method="wB97M-V/def2-TZVPD" e_homo_ev="-8.699 / -10.087" total_energy_ha=-5292.35468 de_lowest_kcal_mol=9.0 spin_multiplicity=2 charge=+1
Bi 0.107 1.122 -1.871 1.7 0.2 -1.4
C 1.291 6.064 1.133 0.1 -0.4 -0.3
C 1.547 4.698 1.319 -0.2 0.7 -0.3
C 1.608 3.827 0.238 0.0 -0.7 0.0
C 1.331 4.241 -1.073 -1.1 0.7 0.6
C 1.080 5.624 -1.281 0.1 -0.9 0.0
C 1.157 6.496 -0.200 -0.2 0.3 0.0
N 1.095 3.307 -2.122 -0.3 -0.7 0.8
N 1.079 3.872 -3.290 0.3 -0.4 -1.0
C 0.954 3.050 -4.376 -0.4 0.2 0.5
C 1.341 3.580 -5.625 0.0 0.1 -0.4
C 1.317 2.728 -6.694 -0.6 -1.2 -0.1
C 0.896 1.366 -6.564 0.2 0.7 0.4
C 0.488 0.948 -5.324 0.0 0.5 0.4
N 0.466 1.788 -4.251 0.8 0.0 0.2
H 1.160 6.740 2.004 0.3 -0.4 -0.9
H 1.673 4.284 2.310 0.1 0.1 0.1
H 1.845 2.781 0.468 -0.2 0.3 -0.3
H 0.747 5.946 -2.284 0.6 0.0 0.8
H 1.070 7.548 -0.457 -0.3 0.0 0.4
H 1.656 4.633 -5.744 -0.2 -0.8 0.4
H 1.560 3.051 -7.682 0.3 0.4 -0.4
H 0.906 0.661 -7.392 0.0 0.3 0.1
H 0.196 -0.073 -5.128 -0.1 0.0 0.0
N 1.775 0.525 -0.534 -0.9 0.4 -0.6
C 3.031 0.567 -0.693 -0.2 0.0 0.4
C 3.736 0.915 -1.993 0.1 0.3 0.7
C 4.733 1.898 -1.961 -0.6 -0.2 0.3
C 5.346 2.334 -3.113 -0.5 -0.8 -0.9
C 4.988 1.748 -4.352 0.2 -0.2 0.9
C 4.068 0.685 -4.365 0.1 1.1 -0.5
C 3.400 0.339 -3.206 -0.5 -0.9 0.4
C 3.848 0.320 0.550 1.2 -0.1 -0.7
C 5.159 -0.181 0.407 0.1 -0.1 0.3
C 5.973 -0.370 1.539 0.4 -0.5 -1.0
C 5.524 -0.027 2.795 -1.3 0.7 0.1
C 4.209 0.438 2.942 -0.8 0.2 -0.4
C 3.356 0.606 1.825 0.7 -0.5 0.8
H 4.939 2.371 -1.013 0.3 0.0 0.1
H 6.115 3.077 -3.028 0.1 0.4 -0.3
H 5.471 2.112 -5.255 -0.1 -0.3 0.1
H 3.785 0.189 -5.290 0.2 0.2 0.0
H 2.619 -0.440 -3.232 0.4 0.3 0.0
H 5.551 -0.425 -0.603 -0.3 0.2 0.9
H 6.965 -0.838 1.431 -0.5 0.5 -0.1
H 6.151 -0.022 3.664 0.3 -0.4 0.2
H 3.804 0.681 3.938 0.4 -0.1 -0.5
H 2.314 0.907 1.972 0.4 0.1 -0.2
Se 2.050 -3.578 -6.088 -1.4 0.6 2.6
N 1.580 -4.854 -4.895 -0.4 -0.2 -0.3
C 0.761 -4.383 -3.971 1.2 3.3 -1.9
C 0.171 -5.032 -2.872 -1.1 0.7 0.8
C -0.625 -4.248 -2.049 0.4 -1.3 -0.3
C -0.845 -2.865 -2.295 2.1 0.4 -1.9
N -0.239 -2.154 -3.256 -1.2 -0.6 1.4
C 0.544 -2.857 -4.119 1.0 -1.1 -0.8
N 1.175 -2.228 -5.131 -0.2 -2.4 0.3
H 0.309 -6.096 -2.746 0.0 0.0 0.2
H -1.118 -4.691 -1.179 0.1 0.1 -0.3
H -1.477 -2.336 -1.624 -0.5 0.5 0.4
C -3.952 2.836 -0.562 -0.3 -0.5 0.7
C -2.810 1.846 -0.465 1.6 1.2 -2.4
O -1.946 1.990 -1.447 -1.2 -0.3 1.6
N -2.797 1.089 0.571 -1.4 -1.7 1.3
Te -1.822 -0.494 1.347 1.1 0.9 0.3
C -2.419 0.127 3.306 -0.3 0.0 0.4
C -1.458 0.695 4.157 0.3 -0.8 0.0
C -0.148 1.213 3.633 -0.4 0.5 -1.0
C -1.722 0.717 5.524 -0.5 0.1 0.1
C -2.970 0.331 6.073 1.0 0.0 -0.8
C -3.185 0.433 7.549 -0.2 -0.3 0.5
C -3.934 -0.136 5.181 -0.3 0.7 -0.4
C -3.704 -0.141 3.794 0.1 -1.1 -0.2
C -4.797 -0.504 2.809 -0.4 0.4 0.8
C -2.410 -2.660 1.273 -1.0 -0.3 -0.1
C -1.590 -3.526 2.024 -0.3 0.8 -0.5
C -0.483 -3.056 2.853 1.7 -0.2 1.6
C -1.894 -4.867 2.078 -0.1 -0.8 0.0
C -3.003 -5.409 1.449 -0.1 0.7 -0.3
C -3.327 -6.825 1.655 -1.0 -1.4 0.3
C -3.801 -4.572 0.686 -0.5 0.2 -0.3
C -3.513 -3.208 0.593 -0.2 0.5 -0.2
C -4.407 -2.359 -0.266 0.3 -0.4 -0.4
H -4.697 2.532 0.187 0.1 0.4 -0.4
H -4.363 2.791 -1.574 0.1 0.1 0.2
H -3.577 3.843 -0.356 -0.1 -0.1 -0.1
H -0.350 1.936 2.795 0.3 -0.6 0.6
H 0.485 0.415 3.256 0.1 -0.2 -0.2
H 0.421 1.739 4.381 0.1 0.2 0.4
H -0.891 1.024 6.162 -0.5 0.2 0.0
H -2.316 0.879 8.046 -0.3 0.0 -0.1
H -3.317 -0.560 7.991 0.0 0.0 -0.1
H -4.103 0.978 7.820 0.4 0.0 -0.2
H -4.925 -0.432 5.541 0.3 0.2 -0.1
H -5.757 -0.175 3.221 0.1 -0.2 0.0
H -4.876 -1.563 2.586 0.1 -0.2 0.0
H -4.672 0.062 1.895 0.1 0.1 -0.3
H -0.866 -2.703 3.825 0.1 0.1 -0.2
H 0.096 -2.237 2.416 0.1 -0.1 0.0
H 0.227 -3.892 3.135 -0.7 0.9 -0.6
H -1.277 -5.561 2.664 -0.1 0.6 -0.2
H -2.710 -7.210 2.469 0.0 -0.2 -0.2
H -3.180 -7.452 0.753 0.0 0.4 0.4
H -4.393 -6.957 1.981 0.9 0.1 -0.4
H -4.723 -4.946 0.176 1.0 0.3 0.5
H -5.457 -2.647 -0.203 0.1 -0.1 -0.1
H -4.072 -2.422 -1.311 -0.2 -0.1 0.1
H -4.331 -1.334 0.017 0.0 0.9 0.2